DFT (ωB97M-V/def2-TZVPD) results for a structure of composition C7H6NO4S at a distorted geometry.

* frontier orbital gap: 7.57 eV
* 2S+1: 1
* M: 200.20 g/mol
* LUMO level: 3.084 eV
* HOMO: -4.484 eV
* relative energy (zero: lowest compared OMol25 entry of this formula, charge and spin): 13.7 kcal per mole
* max |F|: 0.0815 Eh/bohr
* charge: -1

Geometry as XYZ:
```
19
Properties=species:S:1:pos:R:3:forces:R:3
C -1.385 -0.201 0.033 -1.6 0.8 2.6
C 1.616 1.105 -0.779 -0.7 -1.4 3.1
C -2.504 -0.878 0.267 0.4 1.7 -0.6
C -0.103 -1.969 -1.472 3.0 2.5 1.0
C 1.976 1.451 0.671 0.4 2.1 0.0
C -0.380 -0.405 -0.965 1.9 -1.9 0.7
C 0.931 0.426 1.007 -0.9 -1.0 4.0
N 0.836 0.028 -0.323 1.2 1.4 -2.0
O 1.134 -2.162 -1.552 -1.3 -0.5 -0.3
O 1.775 1.630 -1.810 0.4 0.9 -2.8
O -1.104 -2.596 -1.629 -2.2 -2.1 -0.9
O -1.278 0.879 2.773 0.7 0.3 -1.2
S -0.739 1.237 1.401 -1.0 -2.6 -0.6
H -3.277 -0.589 0.924 -0.2 0.5 1.4
H -2.867 -1.528 -0.473 0.2 -1.3 -0.9
H 2.993 1.175 0.918 0.2 0.2 0.3
H 1.714 2.540 0.939 0.6 -1.7 -0.3
H -0.472 0.196 -1.812 -0.5 0.9 -1.6
H 1.135 -0.342 1.883 -0.5 1.2 -1.8
```
Forces are in eV/Å.